{"formula": "C16H35Cl3NaO11PS3", "method": "wB97M-V/def2-TZVPD", "symbols": ["Na", "O", "H", "C", "C", "C", "S", "O", "O", "C", "H", "H", "H", "H", "H", "H", "H", "H", "C", "C", "C", "S", "O", "O", "C", "H", "H", "H", "H", "H", "H", "H", "H", "C", "C", "C", "S", "O", "O", "C", "H", "H", "H", "H", "H", "H", "H", "H", "C", "O", "P", "O", "O", "C", "O", "C", "H", "H", "H", "H", "H", "H", "H", "H", "H", "C", "Cl", "Cl", "Cl", "H"], "positions_angstrom": [[2.01506, 2.12883, -0.00602], [0.29682, 1.27035, -1.24774], [-0.17274, 0.47361, -0.95599], [-2.69994, 2.83031, -0.26097], [-2.65387, 2.78422, 1.26466], [-1.16374, 2.83378, 1.58610], [-0.61737, 4.21838, 0.56742], [0.83590, 4.18801, 0.23648], [-1.22416, 5.41450, 1.11578], [-1.62422, 3.75238, -0.82008], [-3.69446, 3.10107, -0.62796], [-2.46422, 1.80433, -0.58123], [-3.13016, 1.85635, 1.66367], [-3.07463, 3.67952, 1.77122], [-0.61848, 1.96313, 1.06000], [-0.88939, 2.80421, 2.58552], [-0.92144, 3.27922, -1.40662], [-1.92211, 4.67310, -1.37843], [5.36175, -0.10639, -3.19507], [3.95268, 0.51901, -3.66898], [2.81768, -0.19871, -2.87315], [3.65265, -0.44877, -1.31031], [3.02088, -1.53158, -0.57019], [3.93453, 0.96032, -0.74994], [5.17168, -0.91429, -1.94270], [6.12418, 0.69197, -3.06692], [5.82633, -0.78614, -3.91530], [3.85979, 0.34058, -4.73014], [3.94442, 1.59804, -3.42790], [2.65309, -1.22320, -3.27434], [1.85009, 0.32089, -2.78782], [5.11531, -1.97217, -2.19219], [5.92070, -0.79594, -1.13501], [0.47981, -1.91651, 3.12905], [0.41095, -0.77040, 4.15467], [1.90936, -0.28797, 4.15865], [2.36004, -0.20535, 2.37794], [3.71514, -0.62278, 2.11734], [1.91290, 1.13891, 2.01484], [1.19123, -1.50137, 1.86313], [-0.42340, -2.45545, 2.96411], [1.20036, -2.66650, 3.66059], [0.13446, -1.01540, 5.18250], [-0.36775, 0.04356, 3.98148], [2.56553, -1.12203, 4.52441], [2.15858, 0.70907, 4.45244], [1.72310, -2.19313, 1.31227], [0.53687, -0.93619, 1.12280], [-2.53214, -5.02227, 1.51450], [-2.07065, -3.62320, 1.69449], [-2.82668, -2.36848, 1.09029], [-2.60876, -1.09785, 1.74095], [-2.53290, -2.43334, -0.46901], [-2.08455, -1.36308, -1.23176], [-4.40531, -2.74384, 0.93835], [-5.19747, -1.64972, 0.37637], [-2.52258, -5.34410, 0.46055], [-3.52642, -5.01696, 1.99967], [-1.88736, -5.76800, 2.09757], [-2.51114, -1.45470, -2.22515], [-0.99269, -1.34028, -1.35079], [-2.39492, -0.38225, -0.85790], [-5.27202, -1.92996, -0.67017], [-4.66743, -0.67996, 0.51200], [-6.13360, -1.66111, 0.91356], [-0.98891, 1.58708, -3.72239], [-0.12569, 3.10598, -4.04037], [-0.39471, 0.44058, -4.90352], [-2.68460, 1.81767, -3.92099], [-0.62922, 1.22036, -2.68829]], "atomic_forces_ev_per_a": [[-0.3, 0.1, -0.3], [-0.1, -0.6, 0.3], [0.4, 0.3, 0.1], [-0.7, -0.4, -0.3], [0.1, 0.3, 1.0], [0.8, -2.0, -3.2], [0.6, 0.4, 0.3], [-2.1, 0.0, 0.7], [0.7, 0.2, 0.1], [-0.5, 1.6, 0.4], [0.2, -0.1, 0.0], [-0.1, 0.4, -0.2], [0.4, 0.7, -0.3], [-0.2, -0.6, -0.5], [-0.8, 1.0, 0.7], [0.6, 0.6, 1.9], [1.2, -1.5, -1.5], [-0.1, -0.6, 0.8], [0.4, 1.2, -0.8], [0.7, -0.4, 0.9], [1.0, -0.4, -0.8], [-1.4, 3.0, 1.4], [0.4, 1.1, 0.0], [-1.2, -3.5, -0.8], [1.4, -1.0, 0.5], [-0.7, -0.3, 0.1], [-0.5, 0.2, -0.3], [-0.2, 0.2, -0.2], [0.0, -0.6, -0.3], [0.0, 0.6, 0.3], [0.5, 0.0, 0.4], [-0.1, -0.1, 0.2], [-0.4, 0.1, -0.5], [1.8, -1.5, 2.0], [0.2, 1.7, 0.0], [-0.1, -1.4, -1.5], [-0.6, -0.4, 1.4], [-0.2, 0.4, 0.2], [0.2, -0.5, -0.5], [-1.9, 3.5, -0.5], [-0.7, -0.1, -0.2], [-1.2, 0.9, -0.9], [0.2, -0.8, -0.2], [1.3, -0.8, -0.6], [-0.5, 1.1, 0.2], [0.1, 0.4, 0.9], [1.1, -1.7, -0.8], [0.4, -0.7, 0.9], [0.0, -0.2, 1.1], [-0.4, -0.7, -0.2], [-2.1, -1.5, -1.6], [0.9, 1.0, 0.7], [0.6, -0.6, 0.5], [0.7, 1.3, -1.0], [1.0, 0.1, 1.4], [1.2, -0.4, 0.2], [-0.2, 0.5, 0.4], [0.4, -0.4, -0.7], [-0.5, 1.6, -0.7], [-0.1, -0.1, -0.2], [-0.2, -0.2, 0.2], [0.0, -0.2, 0.3], [-0.5, 0.5, -0.2], [-0.5, -0.6, -0.1], [-0.3, 0.1, -0.1], [1.3, -0.1, 0.6], [0.1, 0.3, 0.2], [0.2, -0.9, -0.5], [-1.0, 0.1, 0.2], [-0.4, 0.8, -0.7]], "homo_lumo_gap_ha": 0.323, "homo_energy_ev": -8.5}